54
Properties=species:S:1:pos:R:3 method="wB97M-V/def2-TZVPD" charge=+2 energy_ha=-2338.3739 de_lowest_kj_mol=194.2 fmax_ha_per_bohr=0.10223 homo_lumo_gap_ev="5.333 / 6.078"
I -6.04686 1.64075 -1.45444
I -3.12739 -2.09208 0.87778
In -0.76621 -0.78613 0.36059
P 0.07635 -1.21460 -2.18874
C -1.30465 -1.82326 -3.16952
C 1.03760 -0.16485 -3.39029
H 1.26411 -0.77908 -4.29638
H 1.44105 -3.01201 -3.15173
H 1.99892 0.24580 -3.01374
H 2.19314 -2.43309 -1.61833
H -1.94072 -0.99420 -3.46454
H 0.39887 0.68980 -3.69505
C 1.23364 -2.66915 -2.11521
H -0.90143 -2.29508 -4.05545
H 0.74896 -3.48640 -1.55158
H -1.89403 -2.53707 -2.60337
P -0.27696 1.12089 2.23235
C -1.81804 1.53181 3.06935
C 0.74120 0.27765 3.53976
H 1.65009 2.66609 1.76028
H 0.70923 3.16240 3.20868
H 0.06193 3.46789 1.55847
C 0.62880 2.74731 2.17805
H 1.76369 -0.00113 3.20887
H 0.82186 0.96858 4.40876
H -1.57053 2.05933 3.98356
H -2.37043 0.62430 3.29824
H 0.20876 -0.64366 3.84640
H -2.43084 2.17368 2.43872
C -2.72274 0.23762 -0.35889
O -3.87233 0.10464 -0.38202
C 4.53429 -2.69878 2.30170
C 3.21334 -2.92302 1.89373
C 2.48384 -1.97874 1.16107
C 3.07985 -0.75746 0.77443
C 4.39904 -0.45324 1.29460
C 5.09340 -1.41839 2.02306
N 2.28426 0.19589 0.14234
C 2.92408 1.21771 -0.63600
C 2.09712 2.29201 -1.03336
C 2.62375 3.31676 -1.80017
C 3.94146 3.27819 -2.29921
C 4.71834 2.11296 -2.04421
C 4.23002 1.08671 -1.24621
H 5.03003 -3.47767 2.92272
H 2.71760 -3.84684 2.19825
H 1.42116 -2.09592 0.84658
H 4.84803 0.54422 1.15102
H 6.10937 -1.19490 2.36600
H 1.06432 2.25406 -0.64716
H 2.00217 4.15501 -2.05343
H 4.29292 4.13409 -2.95537
H 5.73075 2.07063 -2.41671
H 4.86905 0.20921 -1.08748